# 1
The following is a DFT calculation (the ωB97M-V functional and the def2-TZVPD basis) of a structure of composition C33H32As2MnN2O6Se.

Positions of all 77 atoms, in Å:
Mn1 1.237 0.440 0.595
C1 -0.631 0.716 -2.473
C2 -1.740 0.861 -1.418
As1 -1.254 1.656 0.308
C3 -2.501 0.805 1.519
C4 -2.007 -0.251 2.278
C5 -2.843 -0.948 3.138
C6 -4.171 -0.569 3.265
C7 -4.659 0.508 2.537
C8 -3.829 1.195 1.663
C9 -1.916 3.468 0.177
C10 -1.236 4.469 0.865
C11 -1.706 5.775 0.855
C12 -2.872 6.085 0.174
C13 -3.562 5.092 -0.503
C14 -3.084 3.792 -0.508
As2 0.919 1.880 -2.910
C15 2.177 2.015 -1.385
C16 3.450 1.490 -1.628
C17 4.501 1.734 -0.755
C18 4.306 2.518 0.370
C19 3.059 3.075 0.617
C20 2.006 2.833 -0.259
C21 0.165 3.675 -2.826
C22 0.992 4.765 -2.558
C23 0.500 6.058 -2.631
C24 -0.819 6.282 -2.995
C25 -1.641 5.208 -3.288
C26 -1.151 3.912 -3.206
H1 -1.113 0.675 -3.459
H2 -0.146 -0.264 -2.371
H3 -2.125 -0.134 -1.180
H4 -2.583 1.427 -1.823
H5 -0.957 -0.529 2.245
H6 -2.434 -1.775 3.703
H7 -4.826 -1.105 3.940
H8 -5.690 0.817 2.646
H9 -4.227 2.035 1.107
H10 -0.339 4.234 1.424
H11 -1.163 6.544 1.388
H12 -3.244 7.101 0.173
H13 -4.472 5.332 -1.036
H14 -3.634 3.036 -1.058
H15 3.619 0.887 -2.513
H16 5.471 1.298 -0.950
H17 5.120 2.687 1.060
H18 2.902 3.696 1.488
H19 1.061 3.338 -0.109
H20 2.026 4.608 -2.276
H21 1.152 6.893 -2.409
H22 -1.203 7.292 -3.054
H23 -2.671 5.376 -3.571
H24 -1.813 3.086 -3.432
O1 3.852 -0.539 3.473
Se1 2.797 -0.971 2.347
O2 3.159 -0.331 0.825
O3 1.299 -0.175 2.519
O4 2.428 -2.550 2.234
O5 -0.114 -3.204 3.099
C27 0.006 -4.519 2.633
N1 -1.101 -4.907 1.780
C28 -1.278 -4.535 0.486
O6 -2.246 -4.856 -0.174
C29 -0.193 -3.679 -0.111
C30 0.796 -4.204 -0.926
C31 1.745 -3.345 -1.462
C32 1.661 -1.999 -1.169
N2 0.685 -1.480 -0.414
C33 -0.213 -2.311 0.112
H25 0.752 -2.785 2.935
H26 0.000 -5.216 3.475
H27 0.949 -4.629 2.094
H28 -1.909 -5.345 2.197
H29 0.833 -5.266 -1.125
H30 2.551 -3.712 -2.079
H31 2.405 -1.303 -1.536
H32 -0.976 -1.878 0.749

The calculation puts the orbital gap (spin up / spin down) at 0.3170 / 0.3192 hartree. The net charge is 0. As for the spin multiplicity: 6. As for the molar mass: 836.37 g/mol. The HOMO energy (spin up / spin down) is -0.31118 / -0.32480 Ha.

# 2
The following is a DFT calculation (the ωB97M-V functional and the def2-TZVPD basis) of a cluster of 9 separate species, C49H97F6N12O16 in total at a distorted geometry.

Positions of all 180 atoms, in Å:
C1 1.299 -0.091 3.513
C2 -0.060 -0.182 2.798
C3 0.013 -0.747 1.372
C4 -0.081 0.253 0.183
C5 -1.577 0.617 0.190
C6 -2.102 1.863 -0.542
C7 -3.286 2.485 0.223
C8 -4.340 3.049 -0.723
C9 -5.667 3.350 -0.014
O1 -5.457 3.683 1.364
C10 -6.021 2.870 2.288
C11 -5.117 2.558 3.433
O2 -7.158 2.472 2.213
C12 0.806 1.492 0.375
C13 0.256 2.585 1.293
O3 1.055 2.848 2.473
N1 2.026 3.818 2.212
O4 2.653 4.055 3.165
C14 2.272 1.128 0.623
C15 2.683 -0.170 -0.073
C16 1.873 -0.267 -1.355
C17 2.533 -1.183 -2.417
N2 3.363 -0.492 -3.384
N3 0.382 -0.499 -1.113
C18 -0.353 -0.168 -2.419
C19 0.081 0.941 -3.393
O5 -0.545 0.522 -4.593
C20 -0.271 2.394 -3.110
N4 0.106 3.185 -4.301
C21 0.217 -1.995 -0.952
O6 1.108 -2.680 -0.544
C22 -1.046 -2.761 -1.428
F1 -2.178 -2.058 -1.511
F2 -0.730 -3.167 -2.683
C23 -1.357 -4.096 -0.661
F3 -0.501 -5.052 -1.002
F4 -2.588 -4.464 -1.142
C24 -1.567 -4.058 0.862
F5 -2.493 -3.106 1.131
F6 -0.436 -3.817 1.529
C25 -2.106 -5.455 1.323
O7 -1.334 -6.348 1.518
O8 -3.427 -5.540 1.533
H1 1.322 -0.776 4.351
H2 1.499 0.887 3.916
H3 2.103 -0.415 2.868
H4 -0.614 -0.923 3.366
H5 -0.650 0.718 2.913
H6 -0.848 -1.394 1.259
H7 0.927 -1.319 1.356
H8 -2.129 -0.227 -0.209
H9 -1.915 0.672 1.214
H10 -1.362 2.636 -0.686
H11 -2.502 1.557 -1.499
H12 -2.942 3.302 0.842
H13 -3.784 1.710 0.798
H14 -4.539 2.346 -1.526
H15 -3.997 3.981 -1.161
H16 -6.345 2.511 -0.119
H17 -6.145 4.201 -0.480
H18 -4.678 3.471 3.820
H19 -5.689 2.093 4.221
H20 -4.314 1.899 3.128
H21 0.818 1.977 -0.591
H22 0.240 3.515 0.740
H23 -0.747 2.435 1.664
H24 2.529 1.148 1.671
H25 2.847 1.924 0.159
H26 2.672 -1.051 0.546
H27 3.703 -0.040 -0.409
H28 2.017 0.728 -1.753
H29 3.197 -1.842 -1.865
H30 1.854 -1.841 -2.952
H31 2.883 -0.315 -4.252
H32 3.774 0.349 -3.005
H33 -0.192 -1.032 -3.051
H34 -1.424 -0.156 -2.319
H35 1.132 0.906 -3.643
H36 -1.390 0.971 -4.691
H37 -1.346 2.489 -3.019
H38 0.244 2.817 -2.259
H39 1.047 3.521 -4.147
H40 -0.447 4.032 -4.299
H41 -3.882 -5.087 0.808
C26 3.214 5.214 -0.465
O9 2.419 4.399 -0.932
N5 3.837 6.160 -1.164
C27 4.767 7.085 -0.537
C28 3.590 6.280 -2.593
H42 3.481 5.217 0.601
H43 4.424 8.109 -0.668
H44 5.752 6.992 -0.992
H45 4.842 6.864 0.526
H46 2.529 6.465 -2.771
H47 3.864 5.349 -3.092
H48 4.182 7.102 -2.993
C29 4.465 -2.889 2.045
O10 4.306 -1.814 1.484
N6 5.628 -3.544 2.108
C30 5.764 -4.818 2.789
C31 6.796 -2.950 1.473
H49 3.641 -3.412 2.557
H50 6.491 -4.738 3.598
H51 6.098 -5.586 2.090
H52 4.806 -5.118 3.207
H53 7.004 -1.973 1.908
H54 6.614 -2.814 0.406
H55 7.653 -3.601 1.615
C32 -6.597 -0.867 -3.202
O11 -5.747 -0.292 -3.858
N7 -6.343 -1.512 -2.050
C33 -7.370 -2.182 -1.270
C34 -4.971 -1.523 -1.591
H56 -7.658 -0.897 -3.497
H57 -7.430 -1.751 -0.270
H58 -7.133 -3.247 -1.189
H59 -8.336 -2.075 -1.758
H60 -4.618 -0.497 -1.449
H61 -4.342 -2.001 -2.338
H62 -4.900 -2.064 -0.649
C35 5.291 9.735 -3.993
O12 5.292 8.871 -3.128
N8 5.110 11.039 -3.759
C36 5.120 12.024 -4.825
C37 4.899 11.478 -2.388
H63 5.444 9.499 -5.058
H64 5.915 12.753 -4.658
H65 4.165 12.549 -4.863
H66 5.290 11.534 -5.781
H67 5.753 11.203 -1.770
H68 4.011 11.001 -1.973
H69 4.772 12.556 -2.371
C38 3.790 -3.286 -5.133
O13 3.610 -2.218 -5.682
N9 4.936 -3.984 -5.183
C39 5.098 -5.256 -4.509
C40 6.047 -3.433 -5.944
H70 3.008 -3.784 -4.531
H71 5.909 -5.199 -3.779
H72 5.332 -6.041 -5.230
H73 4.179 -5.520 -3.991
H74 6.330 -2.460 -5.543
H75 5.758 -3.298 -6.986
H76 6.894 -4.111 -5.887
C41 -8.055 -1.975 2.853
O14 -8.113 -1.296 1.849
N10 -7.112 -2.903 3.121
C42 -7.118 -3.670 4.353
C43 -6.059 -3.137 2.153
H77 -8.796 -1.877 3.663
H78 -6.199 -3.493 4.915
H79 -7.197 -4.737 4.136
H80 -7.965 -3.375 4.966
H81 -5.495 -2.217 1.977
H82 -6.484 -3.461 1.202
H83 -5.389 -3.906 2.532
C44 -5.558 -10.537 1.136
O15 -6.197 -11.408 0.587
N11 -4.567 -9.834 0.552
C45 -3.834 -8.799 1.253
C46 -4.231 -10.134 -0.829
H84 -5.740 -10.240 2.184
H85 -3.951 -7.846 0.739
H86 -2.772 -9.049 1.290
H87 -4.206 -8.697 2.270
H88 -5.098 -9.977 -1.472
H89 -3.925 -11.176 -0.926
H90 -3.418 -9.487 -1.151
C47 3.272 1.888 5.732
O16 3.733 0.960 5.093
N12 3.389 2.029 7.063
C48 2.821 3.158 7.773
C49 4.113 1.011 7.808
H91 2.709 2.710 5.256
H92 3.605 3.719 8.283
H93 2.096 2.816 8.514
H94 2.319 3.820 7.070
H95 5.139 0.939 7.447
H96 3.639 0.039 7.675
H97 4.118 1.271 8.863

The calculation puts the orbital gap at 0.2677 hartree. The net charge is +1. As for the molar mass: 1224.37 g/mol. The HOMO energy is -0.38653 Ha.